No. 1
36
Properties=species:S:1:pos:R:3:forces:R:3:mulliken_charge:R:1 method="wB97M-V/def2-TZVPD" homo_ev=-10.0 smiles=CCO.CCO.CCO.CCO
C 1.0054 -0.5475 4.6100 -0.86 1.37 0.75 -0.948
C -0.4856 -0.6358 5.1440 2.15 0.65 -0.98 -0.291
O -1.2208 -1.2178 4.1125 -1.15 -1.60 0.01 -0.536
H 1.0807 0.3939 4.0659 0.00 -0.13 -0.62 0.253
H 1.2363 -1.3942 3.9636 -0.11 0.00 0.22 0.255
H 1.7724 -0.3997 5.3702 -0.09 -0.47 0.32 0.429
H -0.9526 0.3329 5.3218 0.55 0.32 0.46 0.240
H -0.4584 -1.1970 6.0780 -0.69 -0.46 -0.35 0.284
H -1.1400 -0.7338 3.2874 0.12 0.39 0.17 0.334
C -1.3576 0.4521 -4.7469 -1.23 -1.66 1.54 -0.853
C -0.7379 1.1523 -5.8827 -0.24 -0.25 -0.79 -0.329
O -0.0307 2.2259 -5.3446 0.82 1.09 -0.33 -0.506
H -1.9910 1.0487 -4.0904 -0.09 0.66 -0.51 0.255
H -0.6473 0.0716 -4.0130 0.54 -0.15 -0.29 0.204
H -1.9893 -0.3991 -5.0007 0.06 -0.16 -0.36 0.381
H -1.4609 1.4712 -6.6335 -0.27 0.58 0.33 0.286
H -0.0883 0.5297 -6.4980 0.28 -0.44 0.25 0.250
H 0.8047 1.8500 -5.0576 0.14 0.31 0.16 0.308
C 2.5349 -0.9222 -0.0024 0.18 -0.45 0.73 -0.929
C 2.6872 -0.1535 1.2922 1.00 1.40 -0.87 -0.116
O 1.8566 0.9877 1.2235 -1.27 0.48 0.82 -0.473
H 1.4969 -1.2482 -0.0676 0.16 -0.63 0.02 0.155
H 3.2932 -1.7026 0.0616 -0.44 -0.58 -0.49 0.347
H 2.6946 -0.3536 -0.9186 0.34 0.40 0.29 0.307
H 3.6903 0.2554 1.4131 0.51 -0.38 -0.18 0.313
H 2.5401 -0.6990 2.2244 -0.68 -0.17 -0.33 0.132
H 2.2616 1.6447 0.6526 0.03 -0.08 -0.01 0.271
C -1.9328 -0.2393 -0.9946 0.03 0.76 -0.24 -0.853
C -2.0016 -0.2493 0.5092 0.08 -0.41 0.18 -0.216
O -1.5908 0.9851 1.1553 -0.68 -1.12 -0.47 -0.529
H -2.2903 0.7451 -1.2965 0.35 0.10 -0.40 0.268
H -2.6129 -0.9511 -1.4625 0.08 -0.25 0.22 0.358
H -0.9135 -0.4503 -1.3182 -0.05 0.32 -0.35 0.118
H -1.3824 -1.0896 0.8230 0.07 -0.03 0.56 0.215
H -3.0318 -0.5122 0.7493 0.02 0.52 0.67 0.335
H -0.6384 0.9495 1.2704 0.36 0.08 -0.12 0.280

No. 2
18
Properties=species:S:1:pos:R:3:forces:R:3:mulliken_charge:R:1 method="wB97M-V/def2-TZVPD" homo_ev=-8.3 smiles="C/C=C(/O)[C@H](C)OO"
C -1.3501 -1.5905 0.2760 -0.04 -0.06 0.21 -1.014
C -0.3991 -1.2124 -0.8078 1.51 0.04 0.08 -0.161
C 0.6530 -0.3568 -0.7863 -1.54 -1.05 -1.53 0.459
O 1.3667 -0.2529 -1.9789 0.33 0.31 0.29 -0.558
C 0.8369 0.7481 0.1731 -2.35 0.94 -0.74 0.061
C 1.0787 0.4159 1.6282 -0.44 0.56 0.39 -1.381
O -0.6594 1.4007 0.0462 1.87 -0.12 1.85 -0.286
O -0.8612 2.3907 -0.9922 0.33 -0.68 0.18 -0.356
H -1.4372 -2.6804 0.3232 -0.01 0.07 0.00 0.364
H -1.0574 -1.2511 1.2679 -0.09 0.06 -0.12 0.189
H -2.3492 -1.2040 0.0545 0.04 0.02 0.07 0.243
H -0.5381 -1.7662 -1.7342 0.18 0.15 0.01 0.399
H 1.5499 0.6852 -2.1534 -0.07 -0.41 0.06 0.322
H 1.5565 1.4863 -0.1878 -0.22 0.02 -0.03 0.424
H 1.4066 1.3135 2.1608 0.03 -0.15 -0.07 0.337
H 0.1623 0.0893 2.1239 0.10 -0.03 -0.16 0.301
H 1.8310 -0.3689 1.7569 -0.11 0.15 -0.28 0.323
H -1.7898 2.1533 -1.1699 0.48 0.19 -0.20 0.333

No. 3
12
Properties=species:S:1:pos:R:3:forces:R:3:mulliken_charge:R:1 method="wB97M-V/def2-TZVPD" homo_ev=-2.4 total_charge=-1
C -0.2881 -0.9046 0.2536 0.44 2.27 -0.38 -0.875
C -0.6203 0.3836 0.5350 1.04 -0.83 0.82 0.016
C 0.3197 1.2220 1.2202 -3.12 7.02 0.58 -0.100
N -0.1763 2.7110 1.3201 2.31 -4.94 1.85 0.107
O 0.3984 3.7107 1.8970 -0.84 -1.85 -1.32 -0.555
S 0.6294 -4.0766 -4.4874 0.99 -1.02 0.70 -0.948
H -0.9392 -1.2681 -0.4751 -0.92 -1.77 -0.67 0.328
H 0.7269 -1.3162 0.3559 -0.72 0.20 0.19 0.297
H -1.6257 0.8071 0.3052 0.97 -0.42 -0.06 0.163
H 1.2725 1.0118 1.6863 0.04 0.09 -0.45 0.380
H -1.2211 2.7310 1.2922 0.84 0.21 -0.60 0.238
H 1.5239 -5.0116 -3.9031 -1.01 1.05 -0.65 -0.049

No. 4
37
Properties=species:S:1:pos:R:3:forces:R:3:mulliken_charge:R:1 method="wB97M-V/def2-TZVPD" homo_ev="0.4 / -6.1" total_charge=-1 spin_multiplicity=2
C 2.0856 0.7206 -1.7442 -0.37 -0.46 -0.13 -0.856
O 1.5952 -0.5725 -1.4161 0.63 -0.39 0.83 -0.306
C 1.1097 1.8884 -1.4544 1.56 0.11 -1.41 -0.423
C -0.3402 1.4616 -1.4952 -0.49 0.11 0.98 -1.587
C -0.7375 1.0944 -0.0916 0.64 0.23 -0.97 0.539
C -1.7351 1.6635 0.5567 -0.85 -0.45 1.16 -0.545
N -2.2102 1.2584 1.8473 0.32 0.08 0.22 -0.347
C -1.3358 1.1719 2.7505 1.41 0.22 0.44 -0.358
H 2.9771 0.8452 -1.1294 0.08 -0.01 0.01 0.328
H 2.4378 0.7027 -2.7815 -0.26 0.19 -0.09 0.366
H 0.7422 -0.8629 -1.7765 -0.07 0.47 -0.59 0.273
H 1.4826 2.3748 -0.5529 -0.72 -0.05 0.33 0.381
H 1.3603 2.5996 -2.2543 -0.38 0.13 0.05 0.282
H -0.4672 0.5865 -2.1298 0.04 0.10 -0.11 -0.092
H -1.0504 2.1837 -1.8815 0.16 0.45 -0.15 0.740
H -0.0609 0.3291 0.2786 -0.51 -0.09 0.70 0.138
H -2.4423 2.3776 0.1477 0.36 0.10 -0.49 0.665
H -0.2703 1.3825 2.5853 -0.09 0.13 -0.46 0.254
H -1.4624 0.9165 3.8019 -1.04 -0.30 -0.16 0.257
H -3.2468 -1.6086 2.0419 -0.56 -0.33 0.14 0.407
H -1.8373 -1.7050 2.1919 0.44 -0.36 0.28 0.268
O -2.6187 -2.1801 2.5067 0.17 0.76 -0.48 -0.755
H -3.1561 0.5946 -0.8677 0.39 -0.11 0.43 0.307
H -3.5642 -0.2070 -1.9893 0.04 -0.71 -0.08 0.426
O -3.0214 -0.3198 -1.1725 -0.84 0.48 -0.74 -0.905
H 0.8405 -1.9272 1.7942 0.28 -0.03 -0.36 0.306
H 0.9587 -1.8289 3.3113 -0.19 -0.06 0.13 0.230
O 1.0680 -1.3185 2.5057 -0.39 -0.08 0.63 -0.546
H 2.8332 -0.4137 2.2764 -0.44 -0.08 -0.09 0.335
H 2.6497 -0.1943 0.7857 -0.29 -0.19 0.02 0.303
O 3.1196 0.1451 1.5522 0.89 0.60 -0.15 -0.676
H 3.0551 -2.6279 0.9606 0.11 0.06 -0.08 0.286
H 2.6383 -2.1417 -0.4504 -0.28 0.19 -0.06 0.289
O 2.2989 -2.4853 0.3857 0.09 -0.55 0.03 -0.594
H -1.0465 -1.3520 -3.7841 0.13 -0.07 -0.04 0.361
H -1.7096 -1.0341 -2.4730 0.01 -0.22 0.35 0.191
O -0.9397 -1.5171 -2.8359 0.06 0.16 -0.08 -0.943

No. 5
45
Properties=species:S:1:pos:R:3:forces:R:3:mulliken_charge:R:1 method="wB97M-V/def2-TZVPD" homo_ev="-11.5 / -11.4" total_charge=+1 spin_multiplicity=2
Ir -1.7090 -0.5019 0.0147 1.19 1.61 0.90 1.670
N -2.9908 -2.4432 1.8060 -0.48 0.84 -1.15 -0.208
C -4.3197 -2.4814 1.5252 0.79 -0.52 0.51 -0.546
C -4.8484 -1.2507 0.1949 -1.60 -0.17 0.16 0.678
O -6.0299 -1.2378 0.1635 0.70 0.04 0.01 -0.411
O -3.8514 -0.7745 -0.3393 2.29 -0.08 0.27 -0.475
H -2.3244 -2.9545 1.2445 0.18 -0.16 0.17 0.280
H -2.6209 -1.7953 2.4865 0.15 -0.07 0.13 0.268
H -4.9653 -2.1663 2.3363 -0.01 0.24 -0.11 0.375
H -4.6408 -3.3866 1.0188 -0.01 0.11 -0.14 0.356
C 3.7686 -4.0715 -1.8137 -0.04 -0.09 -0.15 -0.820
O 4.1393 -3.2506 -0.7097 0.04 0.01 0.04 -0.418
C 3.1958 -2.5751 -0.0671 -0.24 0.18 0.17 0.811
C 3.6371 -1.7745 1.0100 0.15 0.10 0.20 -1.042
C 2.7409 -1.0315 1.7149 0.36 -0.02 -0.05 -0.970
C 1.3634 -1.0265 1.4075 -0.77 0.09 -0.31 0.076
C 0.4427 -0.2286 2.1494 1.16 -0.50 -0.14 1.572
C 0.9341 0.6805 3.2402 -0.35 -0.11 0.17 -1.689
O -0.8061 -0.2503 1.9677 -1.36 0.61 -1.23 -0.782
C 0.9104 -1.8637 0.3364 0.71 0.31 0.59 0.817
O -0.3523 -2.0109 0.0113 -1.62 -0.21 -0.62 -1.022
C 1.8476 -2.6137 -0.3840 -0.46 -0.19 -0.15 -0.502
H 4.6850 -4.5427 -2.1526 0.00 0.01 0.01 0.245
H 3.3465 -3.4704 -2.6210 0.01 0.02 0.04 0.352
H 3.0544 -4.8395 -1.5126 0.03 0.02 0.05 0.338
H 4.6900 -1.7720 1.2547 -0.02 -0.01 0.00 0.451
H 3.0983 -0.4444 2.5495 0.02 0.05 -0.06 0.443
H 1.6895 1.3624 2.8518 0.02 -0.04 -0.03 0.455
H 1.3709 0.1039 4.0562 0.05 0.02 -0.03 0.439
H 0.0968 1.2563 3.6254 0.01 0.00 0.01 0.353
H 1.4600 -3.2336 -1.1802 0.06 0.05 -0.02 0.452
Br 1.8377 4.6217 -4.3817 -0.09 0.00 0.13 -0.161
C 0.5327 4.4775 -3.0143 0.17 0.01 -0.17 -0.039
C -0.2031 5.5959 -2.6513 -0.02 -0.10 0.01 -0.362
C -1.1710 5.4819 -1.6628 0.00 0.05 0.00 -0.604
C -1.4200 4.2588 -1.0663 -0.04 -0.09 0.05 -0.497
C -0.6681 3.1481 -1.4403 -0.11 -0.05 0.08 0.443
C 0.3246 3.2522 -2.4085 0.07 -0.03 0.05 -0.361
C -0.9672 1.8267 -0.8513 0.11 0.50 -0.10 0.840
O -0.1385 0.8741 -0.8918 -0.58 -1.09 0.38 -0.711
O -2.0993 1.6142 -0.3062 -0.43 -1.36 0.38 -0.809
H -0.0295 6.5412 -3.1457 0.03 0.01 0.02 0.421
H -1.7349 6.3568 -1.3693 -0.03 -0.02 0.00 0.404
H -2.1887 4.1517 -0.3132 -0.01 0.03 -0.02 0.414
H 0.9131 2.3878 -2.6827 -0.03 0.00 -0.04 0.475

No. 6
48
Properties=species:S:1:pos:R:3:forces:R:3:mulliken_charge:R:1 method="wB97M-V/def2-TZVPD" homo_ev="-6.2 / -10.1" spin_multiplicity=5
Pt 0.3543 -0.3089 -0.8641 -0.31 0.14 -0.11 0.505
C -0.7682 3.1508 -0.8842 0.07 0.04 0.04 -1.236
Si 0.5537 2.0541 -0.1650 0.04 -0.04 0.00 0.488
C 2.2824 2.6161 -0.5851 -0.03 0.05 0.04 -0.990
C 0.2627 1.6712 1.6605 0.00 0.07 -0.11 0.570
C -0.3836 2.6284 2.4467 -0.02 0.05 0.00 -0.786
C -0.6754 2.3912 3.7810 0.00 -0.02 0.01 -0.629
C -0.3609 1.1636 4.3450 0.00 0.00 0.00 -0.654
C 0.2425 0.1849 3.5707 0.00 -0.01 0.03 -0.790
C 0.5858 0.4206 2.2351 0.06 -0.13 0.07 0.704
Si 1.3778 -1.0154 1.2906 0.04 0.04 0.00 0.397
C 3.2214 -0.8981 1.0448 -0.02 0.00 0.08 -0.949
C 0.8162 -2.6649 1.9380 0.08 0.06 0.03 -1.148
H -0.5895 4.1982 -0.6232 -0.01 -0.01 0.01 0.496
H -1.7574 2.8687 -0.5217 0.00 -0.01 0.00 0.326
H -0.7574 3.0721 -1.9733 0.01 -0.02 -0.01 0.365
H 2.4235 3.6266 -0.1879 0.01 0.00 -0.01 0.392
H 2.4208 2.6415 -1.6658 -0.04 -0.02 -0.01 0.324
H 3.0481 1.9768 -0.1501 -0.01 0.00 0.00 0.228
H -0.6698 3.5810 2.0138 0.02 0.00 -0.01 0.377
H -1.1581 3.1560 4.3756 0.00 0.00 0.00 0.400
H -0.5963 0.9639 5.3824 0.00 0.00 0.00 0.404
H 0.4492 -0.7792 4.0219 0.02 -0.01 -0.01 0.372
H 3.7086 -1.0358 2.0156 0.01 0.00 -0.01 0.388
H 3.5337 0.0639 0.6436 0.00 -0.01 0.00 0.197
H 3.5565 -1.6813 0.3652 -0.04 -0.02 -0.02 0.321
H 1.4091 -2.9375 2.8171 -0.02 -0.03 0.00 0.461
H 0.9487 -3.4346 1.1734 0.01 0.01 -0.02 0.369
H -0.2363 -2.6369 2.2222 -0.01 0.01 0.00 0.308
O 0.5354 -3.4920 -3.7259 0.00 -0.06 -0.04 -0.571
As 0.4903 -2.9907 -2.0789 0.18 0.26 -0.03 0.980
O 0.4752 -4.2308 -1.0380 0.02 -0.04 0.03 -0.730
O 1.6916 -1.7515 -1.8878 -0.05 -0.19 0.05 -0.576
C -1.0269 -1.8186 -1.6969 -0.27 -0.14 -0.01 -0.742
C -1.9421 -2.3399 -0.7330 0.12 0.01 -0.02 -0.135
C -3.0956 -1.6804 -0.4143 -0.02 0.04 0.00 -0.652
C -3.4185 -0.4444 -1.0413 -0.01 -0.03 0.03 -0.589
C -2.5770 0.1057 -1.9623 0.03 0.04 0.00 -0.373
C -1.3519 -0.5342 -2.3081 0.02 -0.08 0.03 0.060
S -0.4132 0.1559 -3.6695 0.32 0.06 0.20 1.594
O -1.1863 1.2249 -4.2312 -0.05 0.01 0.00 -0.703
O -0.0460 -0.9324 -4.5415 -0.06 -0.03 -0.06 -0.834
O 0.7826 0.6837 -2.8969 -0.04 -0.05 -0.09 -0.535
H 0.4585 -2.6888 -4.2780 0.00 0.03 -0.04 0.520
H -1.6829 -3.2866 -0.2726 -0.01 -0.01 -0.01 0.603
H -3.7745 -2.1055 0.3125 0.00 0.00 0.00 0.434
H -4.3442 0.0563 -0.7918 0.00 0.01 0.00 0.445
H -2.8167 1.0322 -2.4671 0.00 -0.01 -0.01 0.595

No. 7
14
Properties=species:S:1:pos:R:3:forces:R:3:mulliken_charge:R:1 method="wB97M-V/def2-TZVPD" homo_ev=-9.1
C -1.2379 -0.4367 1.2863 -0.18 -0.02 0.18 -1.305
C -0.1782 -0.6874 0.2334 -0.03 -0.06 0.27 -0.183
C 1.3336 -0.1555 -1.3998 0.98 0.29 -1.06 -0.100
C 0.7364 0.6079 0.3735 -0.41 -0.10 0.37 -0.685
O 1.8708 0.7240 -0.5295 -0.17 -0.60 -0.24 -0.242
C 0.6128 0.5731 -2.4610 -0.20 0.13 -1.03 0.346
N 0.2815 0.9247 -3.5182 0.09 -0.19 0.90 -0.384
H -0.7478 -0.2550 2.2456 -0.26 -0.02 0.10 0.344
H -1.9150 -1.2860 1.3718 0.00 0.07 0.10 0.361
H -1.8122 0.4495 1.0049 -0.10 -0.09 0.19 0.343
H 0.4104 -1.5864 0.4567 -0.07 0.36 0.09 0.324
H -0.7160 -0.9393 -0.7025 0.57 0.68 0.16 0.411
H 0.1623 1.5463 0.2827 0.00 -0.57 -0.03 0.339
H 1.1993 0.5208 1.3562 -0.22 0.12 0.01 0.431